# C25H32N6O5

2 unconnected molecules or ions with the total composition C25H32N6O5 (ωB97M-V/def2-TZVPD, the OMol25 dataset).

Last column: natural (NBO) charge in e.
Cartesian coordinates (Å):
C 4.14789 1.47978 -2.33749  -0.597
H 3.93210 0.63123 -3.00530  0.209
C 2.79404 1.49822 -1.30991  -0.401
C 2.77126 0.18699 -0.62068  -0.184
N 1.70925 0.19843 0.31493  -0.470
C 2.11686 -0.49091 1.47364  0.712
O 3.19590 -1.13619 1.55193  -0.659
C 0.96993 -0.67222 2.71946  -0.308
N 0.00954 0.33361 2.79762  -0.184
N 0.16453 1.63891 3.32009  0.044
N -0.81267 2.19700 3.43109  -0.150
C -1.73751 1.28869 2.66395  0.223
N -1.30356 0.24773 2.13746  -0.215
C -3.07745 1.81878 2.32251  0.266
C -4.14667 0.93424 1.60261  -0.257
C -5.03868 1.95061 1.40282  -0.304
C -4.80607 3.21096 1.78389  0.270
O -3.46848 3.10569 2.35786  -0.418
C -5.61782 4.40819 2.10677  -0.652
H -5.42079 4.85615 3.05111  0.254
H -6.55555 4.19205 1.60875  0.251
H -4.80104 5.17142 1.43610  0.218
H -6.05817 1.65861 1.11433  0.214
H -3.82072 0.08105 1.41488  0.212
H 0.39230 -1.75058 2.78503  0.263
H 1.55297 -0.50243 3.67685  0.251
C 0.62534 1.02729 0.01516  0.155
C 0.51609 2.29575 0.65444  -0.231
C -0.47995 3.04140 0.08203  -0.242
C -1.63190 2.45247 -0.57559  0.312
C -1.54989 0.94556 -0.75591  0.249
C -0.43177 0.22221 -0.51730  -0.224
H -0.25563 -0.68866 -0.64884  0.205
O -2.55673 0.37398 -1.65616  -0.526
C -2.34407 -0.96423 -1.99802  -0.162
H -1.44908 -1.06707 -2.33551  0.173
H -2.43716 -1.74609 -1.06411  0.121
H -3.06923 -1.01022 -2.47457  0.163
O -2.67356 3.17480 -0.78246  -0.470
C -3.58425 2.74581 -1.57132  -0.211
H -4.28624 2.13494 -1.29197  0.181
H -3.10431 2.56298 -2.60339  0.173
H -4.30331 3.61898 -1.83656  0.162
H -0.69776 4.06087 0.22295  0.222
H 1.36595 2.71149 1.05718  0.228
H 3.66845 0.06133 -0.15680  0.247
C 2.37287 -0.93636 -1.54950  0.732
O 1.64122 -0.79757 -2.57182  -0.617
N 2.79464 -2.28711 -0.88478  -0.691
H 3.46026 -2.25764 -0.02708  0.447
C 2.41374 -3.52806 -1.43178  -0.133
C 3.60483 -4.50467 -1.45003  -0.413
H 4.37781 -3.88536 -1.24772  0.217
C 3.41332 -5.33712 -0.40718  -0.405
H 3.04306 -6.24858 -0.78197  0.208
H 4.43074 -5.49343 0.34628  0.200
C 2.26905 -4.89762 0.43030  -0.396
H 2.81944 -4.12095 1.18327  0.165
H 1.75952 -5.57160 1.18062  0.238
C 1.51244 -3.82977 -0.49303  -0.245
H 0.72526 -4.88655 -1.14722  0.066
H 0.78294 -3.30181 -0.09399  0.207
H 3.64756 -5.00288 -2.43943  0.217
H 2.22427 -3.32377 -2.53336  0.236
H 2.00503 1.59877 -2.12994  0.240
H 2.97825 2.37041 -0.83269  0.214
H 5.06893 1.35499 -1.87399  0.193
H 4.24238 2.39712 -2.80849  0.203

For the HOMO energy, the calculation gives -7.80 eV. The energy above the lowest of the compared OMol25 structures with the same formula, charge and spin is 488.1 kcal/mol. The calculation puts the HOMO-LUMO gap at 0.2925 hartree.

# C25H33AlClF4N6O2

A molecular structure, C25H33AlClF4N6O2 (ωB97M-V/def2-TZVPD, the OMol25 dataset).

Last column: Löwdin charge in e.
Cartesian coordinates (Å):
Al -0.10775 0.12198 0.61398  0.167
C -1.39133 3.21194 1.48872  -0.056
C -0.01395 3.00276 2.10254  -0.208
N 0.40959 1.57635 2.17848  -0.156
C 0.04122 0.99781 3.52836  -0.187
C -1.33338 1.31521 4.09462  -0.057
C 1.89512 1.50737 2.11625  -0.156
C 2.39164 0.06204 1.93968  -0.160
N 1.33597 -0.78738 1.36996  -0.022
C 1.53696 -2.15224 1.55259  -0.160
C 0.51485 -2.97880 2.03543  -0.173
F -0.68821 -2.43026 2.28573  0.095
C 0.68754 -4.32876 2.24372  -0.215
F -0.34477 -5.04654 2.69705  0.108
C 1.90263 -4.93891 2.00457  0.086
C 2.92670 -4.14741 1.53354  -0.210
F 4.11842 -4.68615 1.26499  0.110
C 2.74817 -2.79665 1.29806  -0.146
F 3.76664 -2.10041 0.75933  0.089
H -1.56870 4.28206 1.36335  0.094
H -2.19305 2.81097 2.10544  0.074
H -1.46340 2.73716 0.50547  0.045
H 0.03361 3.44178 3.10208  0.128
H 0.72402 3.53600 1.50448  0.109
H 0.78422 1.37961 4.23628  0.127
H 0.17028 -0.08011 3.46432  0.112
H -1.48238 2.38166 4.26994  0.079
H -1.40147 0.81753 5.06291  0.094
H -2.13948 0.93754 3.47366  0.053
H 2.32531 1.94941 3.01808  0.133
H 2.22907 2.11438 1.28324  0.101
H 2.70705 -0.34997 2.90258  0.134
H 3.28813 0.10358 1.31498  0.111
H 2.04261 -5.99604 2.17966  0.144
O -3.69345 0.38691 0.33488  0.033
C -3.01608 -0.01791 1.26622  -0.388
O -1.72176 0.00366 1.33245  -0.024
H -3.49847 -0.46076 2.14568  0.151
C -2.86852 1.23347 -3.54707  -0.141
C -1.89667 1.88111 -2.57714  -0.166
N -1.59941 0.94773 -1.48168  0.047
C -1.23323 -0.35471 -1.86906  -0.311
N -0.56707 -1.02915 -0.96005  0.089
C -0.28548 -2.45429 -1.18339  -0.153
C -1.19145 -3.05352 -2.23879  -0.136
C -1.16599 -2.17032 -3.46806  -0.124
N -1.56305 -0.81436 -3.08531  -0.009
C -2.18985 0.01195 -4.12889  -0.126
H -3.16343 1.91304 -4.34627  0.126
H -3.76865 0.93886 -3.00084  0.130
H -2.30322 2.79103 -2.13919  0.128
H -0.96624 2.14142 -3.09045  0.118
H -2.43304 0.86355 -0.87407  0.089
H -0.41001 -2.98466 -0.24223  0.109
H 0.76271 -2.57190 -1.48117  0.129
H -2.21446 -3.11488 -1.86098  0.132
H -0.86257 -4.06119 -2.48777  0.128
H -1.87197 -2.51977 -4.21842  0.127
H -0.17118 -2.16136 -3.92413  0.137
H -2.90234 -0.61416 -4.66436  0.128
H -1.41737 0.31509 -4.84280  0.134
Cl 4.18694 -0.06815 -2.89473  0.747
C 2.97565 0.95375 -2.23202  -0.627
C 2.85447 2.27442 -2.62415  -0.047
C 1.84654 3.03790 -2.05467  -0.017
C 1.00738 2.45941 -1.12712  -0.109
N 1.13962 1.18413 -0.73560  0.060
C 2.10984 0.44303 -1.28065  -0.112
H 3.53045 2.69150 -3.36004  0.124
H 1.71120 4.07380 -2.33486  0.124
H 0.18849 3.01409 -0.68990  0.105
H 2.20979 -0.57629 -0.92741  0.109

For the HOMO energy, the calculation gives -10.76 eV. Its total charge is +1. The energy above the lowest of the compared OMol25 structures with the same formula, charge and spin is 0.0 kcal/mol. The calculation puts the HOMO-LUMO gap at 0.2859 hartree.

# C25H33BF4N3O6PSV

A molecular structure, C25H33BF4N3O6PSV (ωB97M-V/def2-TZVPD, the OMol25 dataset).

Last column: natural (NBO) charge in e.
Cartesian coordinates (Å):
V -0.16642 0.87604 -0.87967  1.206
O 1.59224 1.00024 -1.72891  -0.681
C 1.86345 1.35671 -2.88789  0.408
C 0.96651 1.95329 -3.81921  -0.263
C 1.51737 2.45245 -5.01821  -0.101
C 0.73571 3.13444 -5.88849  -0.062
C -0.62721 3.38845 -5.60743  -0.143
C -1.19696 2.88385 -4.48298  -0.269
C -0.44190 2.09463 -3.55563  0.446
O -1.02841 1.53088 -2.57807  -0.741
N 1.32283 3.63359 -7.14680  0.541
O 2.48863 3.37681 -7.37534  -0.397
O 0.60097 4.27058 -7.88767  -0.389
H 2.90423 1.23267 -3.21306  0.151
H 2.56864 2.31200 -5.23992  0.242
H -1.19528 3.99049 -6.30357  0.248
H -2.23663 3.06550 -4.24398  0.235
C 0.75188 -2.02885 -2.31804  -0.240
O -0.28077 -1.12705 -1.93911  -0.565
C -1.55814 -1.78071 -1.81156  -0.094
C -2.55201 -0.74008 -1.37557  -0.083
O -2.01466 -0.07057 -0.22855  -0.580
C -2.63426 -0.37214 1.01959  -0.244
H 0.57337 -2.39250 -3.33175  0.182
H 0.79760 -2.87367 -1.62891  0.193
H 1.69018 -1.48277 -2.28607  0.201
H -1.46414 -2.56973 -1.06632  0.211
H -1.85384 -2.21169 -2.77207  0.185
H -3.51444 -1.19719 -1.14944  0.198
H -2.68208 0.01436 -2.14567  0.227
H -3.62364 0.08815 1.05299  0.187
H -2.01531 0.06833 1.79506  0.213
H -2.69361 -1.45156 1.15476  0.198
C 2.72545 -0.61894 1.07077  -0.942
P 1.37469 0.61878 1.12749  0.846
C 0.88355 0.55088 2.88703  -0.942
C 2.36994 2.16633 1.11571  -0.241
C 3.50968 2.30241 0.32463  -0.241
C 4.13082 3.53393 0.17274  -0.206
C 3.62701 4.65266 0.82156  -0.208
C 2.51975 4.52379 1.64677  -0.203
C 1.89056 3.29376 1.78380  -0.204
H 3.11722 -0.69822 0.05483  0.235
H 2.33701 -1.59219 1.36282  0.252
H 3.53173 -0.32900 1.74636  0.232
H 1.73060 0.79508 3.52831  0.231
H 0.53637 -0.46125 3.10754  0.235
H 0.06882 1.24819 3.06924  0.264
H 3.92582 1.43829 -0.17903  0.208
H 4.99828 3.62290 -0.46972  0.209
H 4.09145 5.62020 0.67831  0.213
H 2.12338 5.38683 2.16695  0.218
H 0.99344 3.22802 2.38737  0.229
C -0.08968 -5.69915 5.32588  -0.656
C -0.92809 -4.98832 4.31236  0.305
C -2.27999 -4.88485 4.35256  -0.360
C -2.91063 -4.17795 3.30195  0.336
N -2.25720 -3.61843 2.30921  -0.504
C -0.89388 -3.68474 2.27003  0.265
S 0.07611 -2.96864 1.10565  -0.250
N -0.28430 -4.38820 3.28880  -0.539
C -4.40085 -4.02335 3.28967  -0.656
H -0.71784 -6.22860 6.03746  0.240
H 0.52953 -4.98397 5.87212  0.243
H 0.57508 -6.41562 4.83977  0.238
H -2.84651 -5.33071 5.15691  0.233
H 0.72372 -4.43771 3.22239  0.432
H -4.89358 -4.79858 3.87417  0.220
H -4.76538 -4.04183 2.26552  0.245
H -4.66117 -3.05415 3.72004  0.246
F -0.22766 3.01429 -0.41157  -0.563
B -1.45212 3.23180 0.40109  1.358
F -1.57025 4.56584 0.72430  -0.542
F -2.54050 2.78082 -0.33121  -0.534
F -1.26424 2.42463 1.55691  -0.563

For the HOMO energy (alpha / beta), the calculation gives -7.28 / -8.32 eV. The multiplicity is 4. As for the expectation value of S²: 3.76. The energy above the lowest of the compared OMol25 structures with the same formula, charge and spin is 1.5 kcal/mol. The calculation puts the HOMO-LUMO gap (alpha / beta) at 0.2451 / 0.2834 hartree.

Question: Which of these has the highest energy above the lowest of the compared OMol25 structures with the same formula, charge and spin?
Answer: C25H32N6O5

Question: Look up the energy above the lowest of the compared OMol25 structures with the same formula, charge and spin of the first one.
Answer: 488.1 kcal/mol